(1)
# C49H52BrN6O2Ti

C49H52BrN6O2Ti as an isolated structure (ωB97M-V/def2-TZVPD, the Open Molecules 2025 dataset).

Each line ends with the Mulliken charge.
Cartesian coordinates (Å):
1 Ti 0.003 0.095 -0.038  -1.067
2 C 0.393 2.892 -5.772  -0.980
3 C -0.446 1.641 -5.493  -1.325
4 C 0.034 0.874 -4.304  0.388
5 C 0.843 -0.199 -4.273  0.704
6 C 1.489 -0.918 -5.413  -1.305
7 C 2.903 -0.411 -5.719  -0.864
8 C 1.101 -0.504 -2.863  -0.070
9 N 0.304 0.302 -2.048  1.377
10 C -0.259 1.247 -2.918  -0.001
11 C -0.907 2.364 -2.545  -0.867
12 C -1.197 2.739 -1.207  -0.327
13 C -2.033 3.793 -0.827  0.774
14 C -2.630 4.806 -1.755  -1.201
15 C -1.629 5.876 -2.201  -1.113
16 C -2.202 3.691 0.557  0.771
17 C -1.444 2.593 0.975  -0.209
18 C -1.355 2.102 2.308  -0.518
19 C -0.570 1.098 2.743  -0.173
20 N 0.287 0.327 1.945  0.927
21 C 1.162 -0.289 2.832  0.091
22 C 2.254 -0.986 2.459  -0.631
23 C 2.625 -1.256 1.111  0.022
24 N 1.954 -0.789 0.002  0.087
25 C 2.497 -1.466 -1.072  0.151
26 C 2.062 -1.341 -2.419  -0.825
27 C 3.532 -2.310 -0.649  0.766
28 C 3.617 -2.176 0.736  0.523
29 C 4.582 -2.846 1.665  -1.170
30 C 5.758 -1.945 2.056  -1.231
31 C 4.390 -3.151 -1.544  -1.194
32 C 5.523 -2.358 -2.204  -1.103
33 C 0.717 -0.053 4.210  0.468
34 C -0.351 0.759 4.152  0.730
35 C -1.225 1.239 5.263  -1.279
36 C -2.587 0.536 5.257  -0.851
37 C 1.347 -0.693 5.403  -1.292
38 C 0.919 -2.155 5.569  -1.051
39 N -0.798 2.021 -0.101  0.097
40 C -3.009 4.589 1.445  -1.251
41 C -2.195 5.757 2.009  -1.176
42 H -0.012 3.459 -6.614  0.382
43 H 1.423 2.618 -6.009  0.208
44 H 0.421 3.545 -4.899  0.202
45 H -0.429 0.992 -6.372  0.374
46 H -1.490 1.928 -5.340  0.398
47 H 0.868 -0.809 -6.306  0.466
48 H 1.525 -1.989 -5.192  0.356
49 H 2.878 0.644 -5.997  0.191
50 H 3.355 -0.971 -6.540  0.388
51 H 3.547 -0.504 -4.844  0.092
52 H -1.296 3.005 -3.326  0.402
53 H -3.480 5.291 -1.266  0.330
54 H -3.039 4.306 -2.639  0.344
55 H -1.244 6.424 -1.339  0.256
56 H -2.084 6.593 -2.889  0.402
57 H -0.774 5.415 -2.700  0.220
58 H -1.937 2.629 3.055  0.177
59 H 2.867 -1.427 3.236  0.311
60 H 2.601 -1.921 -3.158  0.344
61 H 4.967 -3.756 1.196  0.406
62 H 4.065 -3.172 2.573  0.318
63 H 6.318 -1.641 1.169  0.259
64 H 6.445 -2.451 2.740  0.423
65 H 5.396 -1.036 2.540  0.267
66 H 3.777 -3.616 -2.322  0.345
67 H 4.819 -3.977 -0.969  0.437
68 H 5.118 -1.531 -2.789  0.171
69 H 6.125 -2.986 -2.865  0.407
70 H 6.180 -1.928 -1.446  0.234
71 H -1.374 2.320 5.177  0.370
72 H -0.727 1.071 6.222  0.305
73 H -3.088 0.676 4.298  0.048
74 H -3.234 0.920 6.050  0.476
75 H -2.461 -0.539 5.397  0.227
76 H 1.085 -0.133 6.304  0.465
77 H 2.436 -0.641 5.314  0.358
78 H -0.164 -2.223 5.685  0.232
79 H 1.391 -2.612 6.441  0.418
80 H 1.189 -2.737 4.686  0.196
81 H -3.433 4.012 2.271  0.373
82 H -3.864 4.982 0.887  0.503
83 H -1.345 5.385 2.584  0.249
84 H -2.800 6.394 2.660  0.429
85 H -1.798 6.373 1.199  0.212
86 O -3.070 0.370 -1.768  -0.644
87 C -3.165 0.016 -0.613  -0.177
88 N -2.129 -0.364 0.225  1.658
89 C -2.655 -0.903 1.381  -0.393
90 O -2.054 -1.477 2.269  -0.603
91 C -4.149 -0.715 1.352  0.367
92 C -5.118 -1.010 2.287  -0.227
93 C -6.436 -0.700 1.960  -0.667
94 C -6.753 -0.126 0.731  -0.508
95 C -5.762 0.155 -0.207  -0.595
96 C -4.461 -0.145 0.138  -0.126
97 H -4.853 -1.460 3.236  0.512
98 H -7.230 -0.906 2.668  0.403
99 H -7.788 0.104 0.506  0.390
100 H -5.993 0.597 -1.168  0.507
101 Br -1.464 -4.572 -3.373  -0.218
102 C -0.829 -3.982 -1.691  -0.637
103 C -0.428 -4.891 -0.732  -0.266
104 C 0.029 -4.398 0.479  -1.350
105 C 0.090 -3.029 0.668  -0.306
106 N -0.280 -2.167 -0.279  1.325
107 C -0.756 -2.625 -1.436  -0.406
108 H -0.477 -5.954 -0.927  0.436
109 H 0.340 -5.065 1.270  0.539
110 H 0.435 -2.599 1.599  0.585
111 H -1.083 -1.885 -2.156  0.622

HOMO level (alpha / beta) ... -2.586 / -2.582 eV
Multiplicity ... 1
Total charge ... -1
Kohn-Sham gap (alpha / beta) ... 4.96 / 4.95 eV

=====

(2)
# C49H52EuN6O2P2S2Si2

C49H52EuN6O2P2S2Si2 as an isolated structure at a distorted geometry (ωB97M-V/def2-TZVPD, the Open Molecules 2025 dataset).

Each line ends with the Mulliken spin population.
Cartesian coordinates (Å):
1 Eu -0.626 0.021 0.513  6.095
2 C 1.938 3.214 -1.081  0.002
3 Si 3.164 2.083 -0.167  0.001
4 C 3.705 3.094 1.364  0.000
5 C 4.758 1.889 -1.210  0.000
6 N 2.373 0.513 0.078  -0.001
7 P 1.843 -0.748 -0.962  0.007
8 C 0.280 -0.959 -1.633  -0.027
9 P -0.522 0.382 -2.381  -0.009
10 N -0.780 1.602 -1.343  -0.007
11 Si -2.079 2.685 -1.047  0.002
12 C -3.587 1.770 -0.276  0.005
13 C -1.461 3.803 0.393  0.000
14 C -2.653 3.817 -2.488  0.000
15 C -2.090 -0.330 -2.991  -0.001
16 C -2.922 0.479 -3.757  -0.001
17 C -4.136 0.000 -4.214  0.000
18 C -4.524 -1.295 -3.904  0.000
19 C -3.689 -2.113 -3.159  0.000
20 C -2.469 -1.636 -2.710  -0.004
21 C 0.104 0.990 -3.997  0.000
22 C 0.481 2.284 -4.329  0.000
23 C 1.009 2.554 -5.582  0.000
24 C 1.149 1.540 -6.516  0.000
25 C 0.753 0.248 -6.197  -0.001
26 C 0.241 -0.021 -4.944  -0.003
27 C 2.012 -2.189 0.157  0.002
28 C 3.234 -2.542 0.744  -0.002
29 C 3.331 -3.667 1.538  0.001
30 C 2.241 -4.509 1.701  0.000
31 C 1.033 -4.183 1.105  0.003
32 C 0.902 -3.015 0.374  0.002
33 C 3.196 -0.937 -2.181  0.006
34 C 3.234 -0.035 -3.239  -0.001
35 C 4.172 -0.161 -4.246  0.000
36 C 5.080 -1.209 -4.214  0.000
37 C 5.015 -2.143 -3.194  0.000
38 C 4.073 -2.017 -2.189  -0.001
39 H 2.414 4.130 -1.417  0.000
40 H 1.103 3.474 -0.439  0.000
41 H 1.519 2.712 -1.943  -0.001
42 H 3.940 4.105 1.035  0.000
43 H 4.603 2.683 1.813  0.000
44 H 2.959 3.159 2.150  0.000
45 H 5.371 2.777 -1.089  0.000
46 H 4.552 1.783 -2.268  0.000
47 H 5.348 1.033 -0.898  0.000
48 H -3.285 1.281 0.662  -0.002
49 H -3.989 1.005 -0.938  0.000
50 H -4.404 2.446 -0.034  0.000
51 H -0.942 3.202 1.149  0.000
52 H -2.308 4.286 0.873  0.000
53 H -0.788 4.590 0.068  0.000
54 H -3.517 3.407 -3.002  0.000
55 H -1.870 3.959 -3.225  0.000
56 H -2.930 4.798 -2.117  0.000
57 H -2.601 1.486 -3.989  0.000
58 H -4.781 0.634 -4.810  0.000
59 H -5.483 -1.669 -4.238  0.000
60 H -3.991 -3.123 -2.912  0.000
61 H -1.809 -2.272 -2.132  0.003
62 H 0.362 3.084 -3.612  0.000
63 H 1.321 3.561 -5.827  0.000
64 H 1.568 1.752 -7.491  0.000
65 H 0.853 -0.551 -6.920  0.000
66 H -0.059 -1.025 -4.669  0.000
67 H 4.095 -1.904 0.604  0.000
68 H 4.273 -3.903 2.008  0.000
69 H 2.332 -5.417 2.281  0.000
70 H 0.195 -4.856 1.193  0.000
71 H -0.068 -2.762 -0.071  -0.010
72 H 2.522 0.778 -3.252  0.001
73 H 4.199 0.563 -5.051  0.000
74 H 5.828 -1.298 -4.989  0.000
75 H 5.704 -2.978 -3.180  0.000
76 H 4.043 -2.756 -1.404  0.000
77 S -5.136 -1.807 -0.192  0.000
78 C -3.587 -1.613 0.085  -0.002
79 N -2.430 -1.464 0.255  -0.007
80 O 0.835 0.607 1.855  -0.048
81 N 2.020 0.009 1.398  -0.001
82 C 3.107 0.244 2.304  -0.003
83 C 2.909 0.962 3.455  0.003
84 N 2.719 1.531 4.452  0.000
85 C 4.411 -0.036 1.966  -0.001
86 N 5.532 -0.224 1.719  0.000
87 O -1.569 -0.085 2.543  0.004
88 S -0.517 -0.857 3.266  0.003
89 C -0.026 0.148 4.742  0.001
90 C -1.122 1.002 5.257  0.001
91 C -1.636 0.807 6.535  0.000
92 C -2.600 1.657 7.046  0.000
93 C -3.093 2.693 6.271  0.000
94 C -2.618 2.866 4.981  0.000
95 C -1.635 2.035 4.478  -0.003
96 C -1.561 -2.020 4.316  0.000
97 C -2.292 -2.997 3.470  -0.001
98 C -1.640 -4.137 3.012  0.001
99 C -2.307 -5.060 2.227  0.000
100 C -3.630 -4.849 1.879  0.000
101 C -4.292 -3.727 2.343  0.000
102 C -3.626 -2.807 3.131  0.000
103 H 0.822 0.754 4.412  0.000
104 H 0.319 -0.571 5.483  0.000
105 H -1.249 0.003 7.147  0.000
106 H -2.967 1.507 8.052  0.000
107 H -3.833 3.369 6.674  0.000
108 H -3.011 3.663 4.367  0.000
109 H -1.246 2.194 3.482  0.001
110 H -2.243 -1.406 4.899  0.000
111 H -0.842 -2.521 4.959  0.000
112 H -0.606 -4.293 3.291  0.000
113 H -1.801 -5.954 1.885  0.000
114 H -4.150 -5.559 1.253  0.000
115 H -5.324 -3.560 2.077  0.000
116 H -4.146 -1.935 3.497  0.000

HOMO level (alpha / beta) ... -4.056 / -4.065 eV
Multiplicity ... 7
Total charge ... -1
Kohn-Sham gap (alpha / beta) ... 6.24 / 6.37 eV

=====

Question: What is the formula in the second record?
Answer: C49H52EuN6O2P2S2Si2

=====

Question: Which value of multiplicity does entry 1 give?
Answer: 1

=====

Question: Number 1 is which compound?
Answer: C49H52BrN6O2Ti